A structure of composition Ag3ClO8PbS in a non-equilibrium geometry. Source: the OMol25 dataset; level of theory: ωB97M-V/def2-TZVPD.

Properties
multiplicity = 4
expectation value of S² = 3.785
frontier orbital gap (spin up / spin down) = 8.00 / 5.20 eV
net charge = +5
E_tot = -2090.8512 Eh
M = 726.32 g mol⁻¹
max |F| = 7.44 eV/Å
HOMO (spin up / spin down) = -1.0614 / -1.0480 hartree
lowest unoccupied orbital energy (spin up / spin down) = -0.767 / -0.857 Ha

XYZ file:
```
14
Ag3ClO8PbS (ωB97M-V/def2-TZVPD)
Ag -1.238 0.854 2.001
O 1.041 -0.104 -1.017
O 3.080 0.876 -1.593
O 2.116 1.322 0.498
Pb 3.202 -1.472 1.493
O -2.478 -0.141 0.023
O 1.104 2.136 -1.553
O -3.544 -1.199 1.988
Cl 1.813 0.988 -0.927
S -2.550 -1.400 0.921
Ag 2.702 3.453 -1.730
Ag -1.109 -1.269 -1.545
O -1.152 -1.593 1.410
O -2.986 -2.448 0.030
```


A cluster of 11 separate species, C41H81Cl20FN4O5P in total in a non-equilibrium geometry. Source: the OMol25 dataset; level of theory: ωB97M-V/def2-TZVPD.

Properties
frontier orbital gap = 9.71 eV
net charge = +1
E_tot = -11850.9058 Eh
M = 1469.15 g mol⁻¹
max |F| = 2.78 eV/Å
HOMO = -0.4287 hartree
lowest unoccupied orbital energy = -0.072 Ha

XYZ file:
```
153
C41H81Cl20FN4O5P (ωB97M-V/def2-TZVPD)
H 4.737 1.747 -3.385
Cl -3.730 -1.848 -7.043
H -5.723 -5.925 -1.584
N 1.836 2.934 2.030
Cl 8.316 6.373 4.321
C 1.530 3.452 0.620
H 1.088 1.655 3.975
H 1.482 0.382 5.650
H -1.923 0.895 -0.395
H -2.681 -2.953 -5.252
H -10.632 0.597 -7.504
H -0.029 -0.853 3.416
H -3.448 -5.229 -5.574
Cl 1.506 -3.027 7.747
Cl 5.667 0.441 -0.459
C 1.910 1.426 2.047
H 5.218 -1.437 -1.816
Cl -9.062 1.881 -6.326
C 2.628 6.974 0.299
C -10.426 0.742 -6.446
H 4.837 -0.650 2.743
H 2.141 7.812 0.778
H -7.570 -1.828 -2.926
Cl -8.940 -0.327 -0.872
H 1.054 -4.905 6.399
C 3.202 -4.735 6.468
Cl -4.019 -6.446 1.208
Cl -4.803 -3.802 3.190
N 2.422 4.514 0.255
Cl -6.565 0.281 -3.241
H 4.277 4.718 -0.695
H -4.436 -2.965 -5.094
H -5.821 -4.191 1.101
H -1.919 1.966 -1.727
C 0.926 -0.415 3.674
H 0.704 1.986 -3.480
H -1.263 1.116 -3.872
H 2.743 -0.826 0.449
H -9.428 0.602 -2.987
C 0.876 4.819 5.332
F -0.420 1.328 2.764
H -3.353 -6.397 -1.397
N -0.437 -0.892 0.907
H 2.593 3.402 2.529
C 7.857 5.021 3.264
H 0.618 3.996 0.821
C 1.840 -4.653 7.107
C 1.815 -0.379 0.097
C 0.948 2.865 -2.898
Cl 7.492 -0.344 -3.205
H 1.835 -0.496 -0.979
P 3.576 1.010 2.808
H 1.024 3.215 2.585
H 3.658 1.193 -1.549
C -5.586 -6.136 2.006
H 3.820 -5.237 2.029
H 1.753 5.338 5.716
H -12.498 0.589 -5.956
O 3.979 -0.459 2.340
H 3.301 1.760 -4.408
C 7.366 -1.296 -1.707
C -3.658 -5.463 -1.859
C 6.699 5.378 2.368
Cl 1.536 -7.001 -0.263
H 3.692 7.074 0.513
H -0.675 2.361 0.692
H -0.995 -1.674 1.243
Cl 5.178 5.590 3.296
C -1.474 0.214 -3.297
H -0.009 -0.527 5.597
H -2.887 -4.633 -7.138
H 1.030 -2.317 0.731
C 1.004 -0.481 5.209
H -6.350 -6.645 1.420
C -5.062 -5.590 -2.382
H -6.910 -4.521 2.452
H 3.421 -7.426 1.063
H -0.545 3.331 -0.708
H 2.511 3.451 -1.685
H -5.553 -6.587 2.994
C 0.735 -1.263 0.626
H 3.978 -4.375 7.138
Cl -5.229 -4.907 -7.065
C 2.900 1.502 -2.264
H 3.424 -5.766 6.202
C -7.911 -0.884 -3.343
C 1.898 1.097 0.518
N 3.568 1.206 4.339
H -0.535 5.547 6.788
O 0.374 -0.707 -5.657
C -9.150 -0.388 -2.645
O 4.688 1.975 2.159
H 8.135 -0.948 -1.021
H -10.104 -0.208 -6.024
C -5.898 -4.663 2.078
C -3.638 -4.505 -6.362
C 3.704 2.077 -3.454
H 0.053 3.406 -2.613
H 7.575 -2.332 -1.965
C -3.615 -3.116 -5.787
H 5.909 -1.886 -0.255
Cl 0.911 3.167 6.015
H -11.927 2.253 -6.094
H -1.595 -0.487 -6.007
H 2.475 6.970 -0.772
C -0.375 5.563 5.713
C 3.069 -6.551 0.520
H -0.857 -0.746 -1.575
H 2.421 0.603 -2.645
H -3.579 -4.672 -1.120
H -8.120 -1.032 -4.402
C 1.225 2.254 -0.373
Cl 3.289 -3.775 4.959
H -2.548 0.227 -3.112
C 3.850 4.190 0.156
O -1.131 -0.982 -4.014
H 6.532 4.576 1.649
H 0.966 4.748 4.250
H 4.633 2.856 2.556
H 7.625 4.165 3.892
H 3.760 0.332 4.813
H -5.127 -6.303 -3.200
Cl 2.517 -3.872 0.628
H 1.668 -1.045 3.190
C 1.908 2.553 -1.732
O 1.607 5.718 2.038
Cl -11.455 1.319 -3.983
C -11.662 1.256 -5.754
C 2.896 -5.401 1.478
C 0.883 1.014 3.114
C -0.779 -0.709 -5.309
Cl -2.489 -5.113 -3.166
H 3.788 -6.314 -0.260
H 3.714 3.164 -3.431
H 2.948 1.296 0.284
H 4.009 3.137 -0.040
H -0.297 6.599 5.389
H 1.465 3.516 -3.596
H 4.424 4.470 1.033
H -9.979 -1.064 -2.842
H 1.476 -1.420 5.472
H 0.332 0.328 -2.270
H 8.725 4.779 2.653
C -0.329 2.330 -0.336
C -1.255 1.363 -1.108
Cl -1.814 4.871 4.925
H 2.099 -5.588 2.192
Cl -5.686 -4.024 -2.960
C 5.994 -1.197 -1.094
C 2.156 5.709 0.952
C -0.709 0.245 -1.986
H 1.784 -5.346 7.945
H 6.885 6.299 1.822
```


The molecule C6H10FN in a non-equilibrium geometry. Source: the OMol25 dataset; level of theory: ωB97M-V/def2-TZVPD.

Properties
relative energy (zero: lowest compared OMol25 entry of this formula, charge and spin) = 102.80 kcal/mol
frontier orbital gap = 9.38 eV
E_tot = -389.0508 Eh
M = 115.15 g mol⁻¹
structure (SMILES) = C=C/C=C(/F)CNC
max |F| = 6.65 eV/Å
HOMO = -0.3111 hartree
lowest unoccupied orbital energy = 0.034 Ha

XYZ file:
```
18
C6H10FN (ωB97M-V/def2-TZVPD)
N -1.500 -1.209 -0.575
H -2.487 -1.522 -1.062
H 3.432 -1.647 -0.298
H -1.669 -1.853 1.647
H 0.014 -2.101 0.870
C -1.765 0.401 -0.301
F -0.622 2.209 0.363
C -1.122 -2.010 0.625
H 1.495 1.909 0.274
C 1.772 -0.325 -0.247
H 1.290 -1.213 -0.808
H -1.256 -3.068 0.359
C -0.294 1.069 -0.039
C 0.998 0.974 -0.148
H -2.301 1.023 -1.101
H -2.309 0.552 0.900
C 3.097 -0.705 0.050
H 3.766 0.077 0.338
```


A cluster of 2 separate species, C2H3N3O3 in total in a non-equilibrium geometry. Source: the OMol25 dataset; level of theory: ωB97M-V/def2-TZVPD.

Properties
frontier orbital gap = 9.72 eV
net charge = +2
E_tot = -467.0353 Eh
M = 117.06 g mol⁻¹
max |F| = 2.68 eV/Å
HOMO = -0.7410 hartree
lowest unoccupied orbital energy = -0.384 Ha

XYZ file:
```
11
C2H3N3O3 (ωB97M-V/def2-TZVPD)
H 1.638 0.266 -0.624
C 1.299 2.004 0.459
N -0.361 0.174 -0.026
C 1.037 0.642 0.233
H -2.574 -0.316 -0.355
O -1.278 0.916 0.023
H 1.385 0.019 1.087
O 1.410 3.099 0.610
O -3.486 -3.199 -1.363
N -2.563 -1.306 -0.638
N -3.087 -2.232 -1.006
```


A cluster of 2 separate species, C17H17ClO2S3 in total in a non-equilibrium geometry. Source: the OMol25 dataset; level of theory: ωB97M-V/def2-TZVPD.

Properties
relative energy (zero: lowest compared OMol25 entry of this formula, charge and spin) = 8.99 kcal/mol
frontier orbital gap = 4.84 eV
E_tot = -2463.0422 Eh
M = 384.98 g mol⁻¹
max |F| = 2.45 eV/Å
HOMO = -0.2370 hartree
lowest unoccupied orbital energy = -0.059 Ha

XYZ file:
```
40
C17H17ClO2S3 (ωB97M-V/def2-TZVPD)
H 3.006 -3.257 -0.181
C -3.392 -0.670 -0.220
C 3.569 -2.450 0.342
C -4.041 -1.881 -0.434
C -4.087 0.490 -0.541
C 1.116 2.534 2.789
H -3.627 1.457 -0.419
H 5.133 -2.705 -1.073
C 2.355 0.115 0.172
C -5.427 0.439 -0.981
H -5.881 -2.864 -0.987
C 1.232 3.744 2.098
H -3.548 -2.816 -0.221
C 1.378 1.327 2.129
H 4.072 -2.813 1.256
H -7.177 -0.793 -1.438
H 1.454 0.395 2.694
H 0.866 2.514 3.845
C 1.841 2.553 0.085
C 4.585 -1.858 -0.625
C -6.114 -0.763 -1.134
H 2.968 -1.824 -2.128
Cl 0.518 0.270 -1.672
H 1.732 4.695 0.204
C 3.802 -1.197 -1.766
H 1.025 4.686 2.601
H 2.279 2.590 -0.924
H 4.463 -0.905 -2.589
O -1.676 0.704 1.086
H 5.293 -1.152 -0.136
C -5.380 -1.918 -0.873
S 3.296 0.489 -1.233
S -1.691 -0.593 0.433
H -1.206 -1.088 -1.843
O -1.655 -1.775 1.259
H -5.956 1.354 -1.185
C -0.678 -0.752 -0.952
C 1.828 1.343 0.808
C 1.592 3.756 0.745
S 2.135 -1.382 1.009
```